Molecular formula: C32H28N3O7RhSi
Method: DFT, ωB97M-V with the def2-TZVPD basis set

Structure (XYZ):
```
72
Properties=species:S:1:pos:R:3:forces:R:3
Rh -0.0836 1.1509 -1.0652 -0.7 0.2 -0.5
O 2.0968 0.9760 -1.2774 0.2 -0.5 0.1
C 2.9077 1.8310 -0.9181 0.1 0.1 0.0
C 2.7042 3.2401 -0.9073 -0.2 0.1 0.1
C 3.7863 4.0442 -0.5210 0.2 -0.2 0.0
C 3.6615 5.3970 -0.5074 0.0 0.3 0.0
C 2.4434 6.0134 -0.8675 0.2 0.1 0.1
C 1.3734 5.2594 -1.2370 -0.1 0.0 -0.1
C 1.4477 3.8328 -1.2841 0.2 -0.1 0.0
O 0.4323 3.1589 -1.6516 -0.1 -0.1 0.2
N 4.8091 6.2223 -0.1157 0.0 0.0 0.0
O 4.6516 7.4294 -0.0782 -0.1 -0.1 0.0
O 5.8593 5.6621 0.1513 -0.2 0.0 0.0
H 3.8939 1.4824 -0.5748 0.1 0.0 -0.1
H 4.7308 3.5935 -0.2387 0.0 0.0 0.0
H 2.3837 7.0925 -0.8387 0.0 0.0 0.0
H 0.4328 5.7159 -1.5187 0.0 0.0 0.0
C 0.8844 2.4708 3.1320 0.2 0.0 0.1
Si -0.6054 1.8406 2.1972 0.1 0.1 0.1
C -1.8893 1.0424 3.2678 -0.2 -0.2 0.2
C -1.3664 3.2619 1.2966 -0.1 0.1 -0.2
N -0.0120 0.6283 1.0211 0.3 -0.1 -0.1
C 0.5808 -0.5359 1.3038 -0.2 0.1 0.2
C 0.9558 -0.9177 2.6283 -0.1 0.1 -0.1
C 1.6554 -2.0682 2.8759 0.1 -0.1 0.0
C 1.9757 -2.9280 1.8181 0.0 0.0 0.0
C 1.5743 -2.6379 0.5202 0.1 -0.1 0.1
C 0.8830 -1.4731 0.2602 -0.1 0.0 0.0
O 0.3554 -1.1872 -0.9642 0.3 0.2 0.1
C 0.7408 -1.9204 -2.0987 -0.2 0.0 0.1
C 2.0498 -1.9355 -2.5389 0.2 0.1 0.0
C 2.3518 -2.6416 -3.6947 0.0 0.0 0.0
C 1.3534 -3.3159 -4.3888 0.0 0.0 0.0
C 0.0442 -3.2762 -3.9293 0.0 0.0 0.0
C -0.2692 -2.5730 -2.7732 -0.2 -0.1 0.0
H 0.6295 3.3984 3.6568 0.0 -0.1 -0.1
H 1.6896 2.6992 2.4213 -0.1 0.0 0.1
H 1.2776 1.7640 3.8697 0.0 0.1 -0.1
H -2.2569 1.7766 3.9950 0.0 -0.1 -0.1
H -1.5372 0.1616 3.8142 -0.1 0.1 -0.1
H -2.7338 0.7438 2.6360 0.1 0.0 0.1
H -1.5092 4.0883 2.0050 0.0 -0.1 -0.1
H -2.3443 2.9923 0.8826 0.1 0.0 0.0
H -0.7421 3.6279 0.4767 -0.1 0.0 0.1
H 0.6887 -0.2581 3.4450 0.1 -0.1 -0.1
H 1.9595 -2.3104 3.8876 0.0 0.0 -0.1
H 2.5162 -3.8465 2.0090 0.0 0.0 0.0
H 1.7760 -3.3346 -0.2801 0.0 0.0 0.0
H 2.8096 -1.3928 -1.9914 0.0 0.0 0.0
H 3.3728 -2.6582 -4.0572 -0.1 0.0 0.0
H 1.5963 -3.8651 -5.2903 0.0 0.0 0.0
H -0.7409 -3.7949 -4.4662 0.0 0.0 0.0
H -1.2823 -2.5216 -2.3886 0.1 0.0 0.0
O -3.9843 1.5395 -0.1946 0.2 -0.2 -0.3
C -3.1768 0.7777 -0.7054 0.4 0.4 0.2
O -2.1203 1.1262 -1.3842 -0.5 -0.2 0.2
C -3.4175 -0.7070 -0.5356 0.0 -0.3 -0.1
C -4.6267 -1.2525 -1.0521 0.1 0.1 0.0
C -4.8473 -2.5850 -0.9217 -0.1 -0.1 0.0
C -3.9025 -3.3871 -0.2346 0.0 0.0 0.0
C -4.0683 -4.7816 -0.0486 0.0 0.0 0.0
C -3.1386 -5.5030 0.6454 0.0 0.0 0.0
C -2.0110 -4.8545 1.1979 0.0 0.0 0.0
C -1.8281 -3.5099 1.0306 0.1 0.0 0.1
C -2.7609 -2.7449 0.2930 0.0 0.1 -0.1
N -2.5182 -1.4090 0.1075 -0.2 0.0 -0.1
H -5.3376 -0.5981 -1.5381 0.0 0.0 0.0
H -5.7443 -3.0474 -1.3242 0.1 0.0 0.0
H -4.9488 -5.2646 -0.4603 0.0 0.0 0.0
H -3.2677 -6.5709 0.7840 0.0 0.1 0.0
H -1.2906 -5.4319 1.7664 0.0 0.0 0.0
H -0.9732 -3.0013 1.4664 -0.1 -0.1 -0.1
```
Positions in Å, forces in eV/Å.

For the maximum force, the calculation gives 0.0171 Eh/bohr. The spin multiplicity is 5. The HOMO energy (alpha / beta) is -0.311 / -0.317 Ha. As for the charge: 0.

Mulliken atomic charge list, values in e, 8 entries:
1. Rh 0.739
2. O -0.520
3. C 0.028
4. C 0.382
5. C -0.549
6. C -0.333
7. C -0.432
8. C -0.325


Molecular formula: C6H10O
Method: DFT, ωB97M-V with the def2-TZVPD basis set

Structure (XYZ):
```
17
Properties=species:S:1:pos:R:3:forces:R:3
C -0.0554 2.1293 0.5886 -0.2 0.2 0.0
C 0.2627 0.8646 -0.1312 -0.1 0.6 -1.1
O 1.2773 0.2136 0.5699 0.0 0.4 -0.7
C 1.2960 -1.2103 0.3377 0.0 0.2 -0.2
C 0.0807 -1.4977 -0.5246 0.0 0.0 -0.2
C -1.2392 -1.2599 0.1443 -0.3 0.0 0.2
C -0.6350 -0.1725 -0.6886 -0.3 0.2 -0.2
H 0.8365 2.7567 0.4950 -0.3 0.1 0.1
H -0.2802 2.0071 1.6547 -0.1 -0.2 -0.1
H -0.8684 2.5922 0.0337 -0.1 0.3 0.3
H 0.0218 1.6211 -1.6352 2.2 -0.8 2.1
H 2.2471 -1.4770 -0.1354 -0.2 0.1 -0.1
H 1.2583 -1.7254 1.3143 -0.1 0.4 -0.3
H 0.1826 -2.2122 -1.3349 -0.1 0.1 0.1
H -1.2688 -1.1737 1.2293 0.0 0.0 -0.2
H -2.1128 -1.7184 -0.3055 0.1 -0.1 0.1
H -1.0033 0.2624 -1.6122 -0.8 -1.4 0.1
```
Positions in Å, forces in eV/Å.

For the maximum force, the calculation gives 0.0617 Eh/bohr. The HOMO energy is -0.304 Ha. The calculation puts the relative energy (zero: lowest compared OMol25 entry of this formula, charge and spin) at 3.809 eV. As for the charge: 0.

natural (NBO) atomic charge list, values in e, 8 entries:
1. C -0.665
2. C 0.351
3. O -0.523
4. C -0.069
5. C -0.253
6. C -0.423
7. C -0.316
8. H 0.232


Molecular formula: C25H53F3N3O9SV
Method: DFT, ωB97M-V with the def2-TZVPD basis set

Structure (XYZ):
```
95
Properties=species:S:1:pos:R:3:forces:R:3
O 1.5585 1.8763 0.7348 -1.7 -2.3 0.2
V 0.5392 0.6694 1.1018 3.7 1.8 3.5
O 1.1723 0.0528 2.5359 -1.8 1.4 -3.7
C -1.3584 4.5309 3.0126 -0.2 -2.9 -0.6
F -1.0800 3.8702 4.1510 -0.7 -0.1 0.0
F -2.3003 5.4155 3.2126 -0.2 0.3 0.0
F -0.2298 5.0713 2.6577 0.6 1.0 -0.9
S -1.9398 3.1974 1.6251 -3.2 0.4 -0.2
O -0.8042 2.2760 1.5194 0.3 -0.3 0.4
O -3.1968 2.5493 2.1064 2.6 1.2 -0.2
O -2.1761 3.9616 0.3881 0.8 -0.4 1.3
C 1.5256 -3.4884 2.2068 0.0 -0.8 0.0
C 0.8977 -4.7935 1.6223 0.2 0.4 -0.7
C 1.5074 -6.0917 2.2006 -0.4 0.0 1.5
C 1.0345 -6.3487 3.6624 0.4 -0.4 -0.9
C -0.4673 -6.5480 3.6795 1.5 0.5 0.1
C -1.1704 -5.3511 3.0644 -1.6 -0.9 -0.5
N -0.5844 -4.8682 1.7636 1.3 -3.2 1.2
O -1.2742 -3.8252 1.1980 -0.4 1.1 -0.2
C -2.6227 -5.8871 2.8726 -0.1 0.8 -1.2
C -1.2701 -4.2571 4.0662 0.2 1.8 0.8
C 1.2684 -4.8896 0.1078 -0.4 0.1 0.7
H 1.0035 -2.5966 1.8600 -0.1 0.0 0.1
H 2.5682 -3.4316 1.8943 0.1 0.1 -0.2
H 1.5683 -3.4880 3.2960 -0.3 0.0 0.0
H 1.2417 -6.9449 1.5766 -0.3 0.0 -0.1
H 2.5970 -6.0770 2.1757 0.1 0.4 -0.1
H 1.3728 -5.5230 4.2885 -0.1 0.0 0.2
H 1.4214 -7.2852 4.0641 0.7 0.1 0.0
H -0.7562 -6.6268 4.7276 -0.4 0.0 0.0
H -0.6725 -7.5174 3.2254 -0.3 0.2 -0.4
H -3.0995 -6.1016 3.8290 0.1 0.0 0.0
H -3.2306 -5.1623 2.3312 -0.2 0.4 0.3
H -2.7019 -6.7504 2.2118 0.5 -0.4 0.2
H -0.3354 -3.7378 4.2778 0.3 -0.2 -0.2
H -1.9252 -3.4803 3.6719 -0.2 0.1 0.1
H -1.6257 -4.5628 5.0502 -0.3 -0.3 -0.2
H 0.8937 -4.0643 -0.4978 -0.2 0.0 0.1
H 0.8773 -5.8413 -0.2519 0.0 0.1 -0.3
H 2.3547 -4.8997 0.0193 0.0 0.0 0.0
H -1.7348 -4.2625 0.4782 -0.2 0.1 -0.2
C -2.0726 4.0145 -4.3439 0.8 -1.3 1.9
C -0.5280 4.0557 -4.1542 0.7 1.5 -1.7
C -0.1676 5.3623 -4.8977 1.9 0.5 0.9
C 1.2998 5.7758 -4.6515 -0.2 0.5 0.5
C 1.6266 5.9494 -3.1473 0.9 -1.6 -0.7
C 1.1726 4.7457 -2.1980 -0.7 0.7 -1.2
N -0.1015 4.2193 -2.7280 -1.3 1.1 -1.7
O -0.6313 3.2012 -1.9453 0.2 -1.1 0.1
C 2.2727 3.5964 -2.1275 -0.6 1.4 0.7
C 0.7620 5.3590 -0.8257 0.8 -1.6 0.3
C 0.1950 2.8894 -4.8609 -1.2 -0.2 0.7
H -2.5344 4.7789 -3.7190 0.0 0.2 -0.2
H -2.3332 3.0706 -3.8652 -0.7 -0.2 -0.3
H -2.4277 4.0513 -5.3738 0.4 0.0 0.1
H -0.2594 5.3702 -5.9838 -0.7 -0.6 0.0
H -0.7985 6.1353 -4.4590 -0.1 0.2 -0.2
H 1.5023 6.7259 -5.1458 -0.3 0.4 0.1
H 2.0531 5.1728 -5.1585 -0.3 -0.8 0.2
H 1.3934 6.9731 -2.8546 -0.6 -0.4 0.5
H 2.7141 5.8839 -3.1114 0.2 0.3 0.2
H 3.1934 4.0745 -1.7931 0.2 -0.2 0.1
H 1.9816 2.8627 -1.3759 0.0 0.1 0.0
H 2.4716 3.0782 -3.0656 -0.2 0.3 -0.2
H -0.1811 5.9048 -0.8527 0.3 0.3 -0.4
H 0.5622 4.5108 -0.1709 0.0 -0.1 0.2
H 1.5728 5.8960 -0.3335 0.0 0.3 -0.2
H -0.2787 2.5822 -5.7933 0.1 0.5 -0.3
H -0.0155 2.0271 -4.2283 0.8 -0.3 0.2
H 1.2461 3.1475 -4.9898 -0.1 -0.5 0.0
H -1.3112 3.6228 -1.4147 -0.3 0.2 0.6
C -1.8346 -0.3485 3.0477 -0.3 0.8 0.3
O -1.3505 -0.4735 1.6654 -1.4 0.4 0.5
C -2.4107 -0.5229 0.6143 1.6 -1.2 1.0
C -1.5759 -0.7942 -0.6104 -1.6 -0.5 -0.4
N -0.6987 0.3178 -0.8409 2.8 -0.9 0.8
C 0.4441 -0.0018 -1.7301 -0.1 0.5 -1.3
C 1.4584 -1.0401 -1.3026 0.1 -0.9 -0.4
O 2.0025 -0.7575 -0.0526 -0.4 0.4 1.7
C 3.4126 -1.0238 0.1352 -0.2 1.2 -1.1
H -2.2493 0.6403 3.2432 0.1 0.2 -0.5
H -1.0440 -0.4566 3.7903 0.5 -0.3 -0.7
H -2.6474 -1.0065 3.3553 0.1 -0.7 -0.8
H -3.0442 0.3607 0.5375 0.1 0.1 0.5
H -2.9364 -1.4571 0.8119 -0.6 0.3 0.2
H -2.2137 -0.9656 -1.4775 -0.4 0.2 -0.2
H -1.1278 -1.7766 -0.4608 0.9 0.4 0.2
H -1.1893 1.1137 -1.2229 0.1 0.4 0.1
H 0.9924 0.9065 -1.9799 -0.1 0.3 0.6
H 0.0791 -0.2831 -2.7179 -0.2 -0.5 -0.2
H 2.2556 -1.0611 -2.0456 0.0 0.3 -0.3
H 1.1106 -2.0717 -1.2490 -0.6 -0.1 -0.2
H 3.6834 -0.8698 1.1797 -0.3 -0.3 -0.2
H 3.9169 -0.2900 -0.4936 0.3 0.5 0.3
H 3.7430 -1.9446 -0.3454 -0.5 -0.6 0.7
```
Positions in Å, forces in eV/Å.

For the maximum force, the calculation gives 0.1061 Eh/bohr. The HOMO energy is -0.288 Ha. As for the charge: 0.

Mulliken atomic charge list, values in e, 8 entries:
1. O -0.588
2. V 0.641
3. O -0.567
4. C 0.606
5. F -0.227
6. F -0.201
7. F -0.177
8. S 1.216


Molecular formula: C6H12O
Method: DFT, ωB97M-V with the def2-TZVPD basis set

Structure (XYZ):
```
19
Properties=species:S:1:pos:R:3:forces:R:3
C 1.9596 -0.8581 -0.4351 0.1 0.0 0.0
C 0.5879 -0.8588 0.1731 -0.1 -0.2 -0.3
O 0.4990 -0.3952 1.4632 0.1 0.1 0.0
C 0.1497 2.1292 -0.4893 -0.1 0.1 0.1
C -0.7210 2.3156 0.4955 0.1 0.0 -0.2
C -1.8703 -1.4289 0.1098 -0.1 0.0 0.1
C -0.4848 -1.3422 -0.4517 0.2 0.0 0.1
H 2.4035 0.1471 -0.4410 -0.1 -0.1 0.0
H 1.9156 -1.2093 -1.4691 0.0 0.0 0.2
H 2.6325 -1.5130 0.1305 -0.1 0.1 0.0
H 1.0821 0.3716 1.5492 -0.1 -0.2 0.0
H 1.2073 2.3598 -0.3718 -0.2 0.1 0.0
H -0.1492 1.7023 -1.4426 0.0 0.1 0.1
H -0.4229 2.7083 1.4648 0.0 0.0 -0.2
H -1.7718 2.0610 0.3793 0.2 0.0 0.0
H -2.6204 -1.3329 -0.6837 0.1 0.0 0.2
H -2.0646 -0.6677 0.8720 0.1 -0.1 -0.1
H -0.3225 -1.7801 -1.4327 0.0 0.1 0.1
H -2.0098 -2.4087 0.5796 -0.1 0.1 0.0
```
Positions in Å, forces in eV/Å.

For the maximum force, the calculation gives 0.0083 Eh/bohr. The HOMO energy is -0.312 Ha. The calculation puts the relative energy (zero: lowest compared OMol25 entry of this formula, charge and spin) at 1.774 eV. Its SMILES is C/C=C(/C)O.C=C. As for the charge: 0.

natural (NBO) atomic charge list, values in e, 8 entries:
1. C -0.664
2. C 0.310
3. O -0.696
4. C -0.400
5. C -0.380
6. C -0.644
7. C -0.273
8. H 0.204


Question: The lowest maximum force belongs to which entry?
Answer: C6H12O


What did the fourth record say?
Molecular formula: C6H12O
Method: DFT, ωB97M-V with the def2-TZVPD basis set

Structure (XYZ):
```
19
Properties=species:S:1:pos:R:3:forces:R:3
C 1.9596 -0.8581 -0.4351 0.1 0.0 0.0
C 0.5879 -0.8588 0.1731 -0.1 -0.2 -0.3
O 0.4990 -0.3952 1.4632 0.1 0.1 0.0
C 0.1497 2.1292 -0.4893 -0.1 0.1 0.1
C -0.7210 2.3156 0.4955 0.1 0.0 -0.2
C -1.8703 -1.4289 0.1098 -0.1 0.0 0.1
C -0.4848 -1.3422 -0.4517 0.2 0.0 0.1
H 2.4035 0.1471 -0.4410 -0.1 -0.1 0.0
H 1.9156 -1.2093 -1.4691 0.0 0.0 0.2
H 2.6325 -1.5130 0.1305 -0.1 0.1 0.0
H 1.0821 0.3716 1.5492 -0.1 -0.2 0.0
H 1.2073 2.3598 -0.3718 -0.2 0.1 0.0
H -0.1492 1.7023 -1.4426 0.0 0.1 0.1
H -0.4229 2.7083 1.4648 0.0 0.0 -0.2
H -1.7718 2.0610 0.3793 0.2 0.0 0.0
H -2.6204 -1.3329 -0.6837 0.1 0.0 0.2
H -2.0646 -0.6677 0.8720 0.1 -0.1 -0.1
H -0.3225 -1.7801 -1.4327 0.0 0.1 0.1
H -2.0098 -2.4087 0.5796 -0.1 0.1 0.0
```
Positions in Å, forces in eV/Å.

For the maximum force, the calculation gives 0.0083 Eh/bohr. The HOMO energy is -0.312 Ha. The calculation puts the relative energy (zero: lowest compared OMol25 entry of this formula, charge and spin) at 1.774 eV. Its SMILES is C/C=C(/C)O.C=C. As for the charge: 0.

natural (NBO) atomic charge list, values in e, 8 entries:
1. C -0.664
2. C 0.310
3. O -0.696
4. C -0.400
5. C -0.380
6. C -0.644
7. C -0.273
8. H 0.204